The following is a quantum chemistry calculation of a structure of composition C21H16Cl6N2O2Tc, from OMol25.

Geometry as XYZ:
```
48
C21H16Cl6N2O2Tc (ωB97M-V/def2-TZVPD)
Tc -0.292 -1.203 -0.604
Cl -1.739 -5.329 4.541
C -1.249 -3.958 3.615
C -1.045 -2.728 4.235
Cl -1.287 -2.559 5.936
C -0.650 -1.623 3.481
Cl -0.393 -0.074 4.200
C -0.457 -1.748 2.114
O -0.072 -0.750 1.322
C -0.663 -2.988 1.488
O -0.472 -3.008 0.162
C -1.060 -4.085 2.236
Cl -1.309 -5.583 1.423
Cl -3.287 -1.512 0.064
C -3.557 0.008 -0.721
C -4.795 0.607 -0.634
C -5.013 1.834 -1.244
C -3.979 2.446 -1.931
C -2.746 1.824 -2.007
Cl -1.474 2.644 -2.888
C -2.477 0.582 -1.420
N -1.260 -0.041 -1.500
H -5.581 0.111 -0.081
H -5.980 2.313 -1.178
H -4.118 3.405 -2.410
C 2.520 3.301 -0.646
N 1.309 2.488 -0.906
C 0.729 1.990 0.377
C 1.580 1.399 -1.947
C 2.371 0.243 -1.426
C 3.763 0.285 -1.524
C 4.546 -0.753 -1.054
C 3.919 -1.853 -0.484
C 2.537 -1.913 -0.405
C 1.718 -0.876 -0.882
H 2.277 4.093 0.057
H 2.878 3.726 -1.580
H 3.279 2.650 -0.219
H 0.594 3.077 -1.339
H 1.386 1.233 0.797
H -0.238 1.541 0.183
H 0.632 2.835 1.054
H 2.104 1.912 -2.754
H 0.603 1.078 -2.291
H 4.236 1.142 -1.994
H 5.623 -0.711 -1.138
H 4.509 -2.680 -0.110
H 2.081 -2.793 0.033
```

Computed properties:
- HOMO-LUMO gap (spin up / spin down) (eV) = 7.15 / 7.30
- highest occupied orbital energy (spin up / spin down) (eV) = -7.35 / -7.56
- max |F| (eV/Å) = 0.12
- multiplicity = 2
- energy above the lowest of the compared OMol25 structures with the same formula, charge and spin (kcal per mole) = 0.0



The following is a quantum chemistry calculation of a structure of composition C21H16ClN2O2Pt, from OMol25.

Geometry as XYZ:
```
43
C21H16ClN2O2Pt (ωB97M-V/def2-TZVPD)
Pt 0.987 -0.319 -0.071
O 1.740 1.501 0.749
C 1.106 2.620 0.630
C 1.578 3.629 1.453
C 1.111 4.928 1.348
C 0.159 5.216 0.382
C -0.381 4.236 -0.395
C 0.063 2.922 -0.289
C -0.411 1.980 -1.238
N -0.302 0.714 -1.235
N -1.034 0.088 -2.260
C -0.796 -1.203 -2.287
O 0.048 -1.841 -1.617
C -1.656 -1.877 -3.301
C -2.353 -1.176 -4.305
C -3.120 -1.808 -5.270
C -3.300 -3.196 -5.288
C -2.627 -3.884 -4.312
C -1.809 -3.282 -3.345
H 2.197 3.310 2.264
H 1.501 5.631 2.061
H -0.167 6.233 0.311
H -1.241 4.465 -1.050
H -1.051 2.423 -1.992
H -2.331 -0.077 -4.272
H -3.625 -1.248 -6.018
H -3.792 -3.725 -6.131
H -2.659 -4.958 -4.269
H -1.228 -3.891 -2.619
Cl 2.327 -0.341 7.095
C 1.992 -0.755 5.449
C 2.860 -0.344 4.457
C 2.590 -0.627 3.142
C 1.416 -1.360 2.795
C 1.198 -1.794 1.425
C 0.622 -1.831 3.858
C 0.859 -1.496 5.180
H 3.757 0.227 4.725
H 3.249 -0.282 2.353
H 0.366 -2.521 1.321
H 2.151 -2.142 0.981
H -0.258 -2.376 3.567
H 0.264 -1.767 6.019
```

Computed properties:
- HOMO-LUMO gap (spin up / spin down) (eV) = 5.92 / 6.71
- highest occupied orbital energy (spin up / spin down) (eV) = -3.11 / -4.51
- max |F| (eV/Å) = 2.24
- multiplicity = 3
- energy above the lowest of the compared OMol25 structures with the same formula, charge and spin (kcal per mole) = 9.8
- charge = -1



The following is a quantum chemistry calculation of a structure of composition C21H16CoO2S4, from OMol25.

Geometry as XYZ:
```
44
C21H16CoO2S4 (ωB97M-V/def2-TZVPD)
Co -0.238 1.256 -2.309
S -1.479 -0.167 -3.706
S -3.002 0.802 -4.662
S -3.103 2.744 -4.464
S -1.429 2.804 -1.551
O 3.445 -0.188 -3.317
C 2.330 -0.283 -2.811
O 1.585 0.701 -2.522
C 1.782 -1.673 -2.494
C 0.711 -1.871 -1.639
C 0.256 -3.142 -1.359
C 0.868 -4.237 -1.942
C 1.941 -4.052 -2.794
C 2.400 -2.781 -3.061
H 0.231 -1.027 -1.168
H -0.579 -3.272 -0.687
H 0.509 -5.234 -1.731
H 2.420 -4.907 -3.251
H 3.246 -2.610 -3.713
C 1.360 2.396 4.523
C 0.034 2.325 4.134
C -0.299 2.317 2.800
C 0.693 2.381 1.825
C 2.021 2.480 2.228
C 2.353 2.478 3.563
C 0.362 2.409 0.412
C -0.623 1.719 -0.237
C -1.424 0.659 0.408
C -0.770 -0.270 1.224
C -1.455 -1.309 1.808
C -2.812 -1.458 1.581
C -3.464 -0.563 0.753
C -2.781 0.477 0.164
H 1.618 2.398 5.574
H -0.746 2.276 4.879
H -1.333 2.268 2.498
H 2.794 2.547 1.477
H 3.389 2.543 3.859
H 0.986 3.056 -0.187
H 0.293 -0.173 1.383
H -0.927 -2.015 2.432
H -3.354 -2.278 2.031
H -4.519 -0.683 0.551
H -3.291 1.158 -0.502
```

Computed properties:
- HOMO-LUMO gap (spin up / spin down) (eV) = 6.34 / 7.06
- highest occupied orbital energy (spin up / spin down) (eV) = -4.31 / -5.26
- max |F| (eV/Å) = 2.23
- multiplicity = 5
- energy above the lowest of the compared OMol25 structures with the same formula, charge and spin (kcal per mole) = 19.7
- charge = -1



The following is a quantum chemistry calculation of the molecule C21H16F3N3O4S, from OMol25.

Geometry as XYZ:
```
48
C21H16F3N3O4S (ωB97M-V/def2-TZVPD)
C -2.298 -0.561 -3.050
O -1.423 0.210 -2.240
C -1.945 1.140 -1.456
O -3.124 1.414 -1.404
C -0.891 1.809 -0.643
C 0.391 1.938 -1.172
C 1.384 2.594 -0.469
C 1.105 3.146 0.772
C -0.155 3.004 1.323
C -1.146 2.321 0.631
S -2.713 2.102 1.459
C -3.004 0.417 1.117
C -2.101 -0.642 0.979
C -0.674 -0.572 1.160
N 0.103 -1.229 0.409
O 1.462 -1.064 0.713
C 2.282 -0.951 -0.360
O 1.903 -0.838 -1.493
C 3.700 -0.916 0.068
C 4.665 -0.674 -0.908
C 6.003 -0.633 -0.565
C 6.385 -0.833 0.752
C 5.428 -1.075 1.726
C 4.088 -1.118 1.390
C -2.925 -1.718 0.587
C -2.512 -3.121 0.305
F -3.534 -3.982 0.392
F -1.575 -3.555 1.163
F -2.000 -3.268 -0.928
N -4.193 -1.346 0.521
N -4.227 -0.060 0.826
C -5.445 0.690 0.756
H -1.946 -1.590 -3.000
H -2.250 -0.196 -4.077
H -3.323 -0.485 -2.681
H 0.598 1.504 -2.137
H 2.375 2.673 -0.889
H 1.873 3.669 1.321
H -0.378 3.402 2.302
H -0.308 0.098 1.943
H 4.342 -0.526 -1.927
H 6.749 -0.448 -1.323
H 7.430 -0.802 1.021
H 5.730 -1.234 2.750
H 3.340 -1.313 2.142
H -6.228 0.013 0.426
H -5.696 1.106 1.733
H -5.320 1.502 0.037
```

Computed properties:
- HOMO-LUMO gap (eV) = 8.85
- highest occupied orbital energy (eV) = -8.64
- max |F| (eV/Å) = 1.28
- SMILES = COC(=O)c1ccccc1Sc1c(/C=N/OC(=O)c2ccccc2)c(C(F)(F)F)nn1C



What did the second record say?
The following is a quantum chemistry calculation of a structure of composition C21H16ClN2O2Pt, from OMol25.

Geometry as XYZ:
```
43
C21H16ClN2O2Pt (ωB97M-V/def2-TZVPD)
Pt 0.987 -0.319 -0.071
O 1.740 1.501 0.749
C 1.106 2.620 0.630
C 1.578 3.629 1.453
C 1.111 4.928 1.348
C 0.159 5.216 0.382
C -0.381 4.236 -0.395
C 0.063 2.922 -0.289
C -0.411 1.980 -1.238
N -0.302 0.714 -1.235
N -1.034 0.088 -2.260
C -0.796 -1.203 -2.287
O 0.048 -1.841 -1.617
C -1.656 -1.877 -3.301
C -2.353 -1.176 -4.305
C -3.120 -1.808 -5.270
C -3.300 -3.196 -5.288
C -2.627 -3.884 -4.312
C -1.809 -3.282 -3.345
H 2.197 3.310 2.264
H 1.501 5.631 2.061
H -0.167 6.233 0.311
H -1.241 4.465 -1.050
H -1.051 2.423 -1.992
H -2.331 -0.077 -4.272
H -3.625 -1.248 -6.018
H -3.792 -3.725 -6.131
H -2.659 -4.958 -4.269
H -1.228 -3.891 -2.619
Cl 2.327 -0.341 7.095
C 1.992 -0.755 5.449
C 2.860 -0.344 4.457
C 2.590 -0.627 3.142
C 1.416 -1.360 2.795
C 1.198 -1.794 1.425
C 0.622 -1.831 3.858
C 0.859 -1.496 5.180
H 3.757 0.227 4.725
H 3.249 -0.282 2.353
H 0.366 -2.521 1.321
H 2.151 -2.142 0.981
H -0.258 -2.376 3.567
H 0.264 -1.767 6.019
```

Computed properties:
- HOMO-LUMO gap (spin up / spin down) (eV) = 5.92 / 6.71
- highest occupied orbital energy (spin up / spin down) (eV) = -3.11 / -4.51
- max |F| (eV/Å) = 2.24
- multiplicity = 3
- energy above the lowest of the compared OMol25 structures with the same formula, charge and spin (kcal per mole) = 9.8
- charge = -1